Entry 1:
C6H10N2Si | ωB97M-V with the def2-TZVPD basis set

The calculation puts the HOMO-LUMO gap at 0.2700 Eh. For the molar mass, the calculation gives 138.25 g/mol. For the total energy, the calculation gives -17239.250 eV. The SMILES is Nc1ccccc1.N=[SiH2]. The lowest unoccupied orbital energy is -0.36 eV.

Geometry as ORCA input:
```
! wB97M-V def2-TZVPD RIJCOSX def2/J DEFGRID3
* xyz 0 1
N 0.67400 2.26792 -0.20396
C 0.87297 0.90663 -0.11546
C 2.12189 0.63109 0.44502
C 2.58455 -0.64008 0.66849
C 1.90267 -1.67072 0.00675
C 0.66747 -1.44733 -0.60424
C 0.08743 -0.16091 -0.59000
H 1.43886 2.82923 -0.47055
H -0.17946 2.44198 -0.76503
H 2.66806 1.44062 0.77219
H 3.59599 -0.91025 1.04881
H 2.30078 -2.70854 -0.04592
H 0.09216 -2.13761 -1.11676
H -0.81335 -0.09687 -1.01225
N -2.98848 0.94761 0.22752
Si -3.64207 -0.58282 0.14273
H -3.22682 1.51072 1.03077
H -3.15410 -1.81300 -0.45294
H -5.00254 -0.80764 1.03483
*
```

Atom charges from the Löwdin analysis, given in e for atoms 1 to 6: 0.08, -0.32, -0.07, -0.09, -0.12, -0.09


Entry 2:
C10H15ClN5O4 | ωB97M-V with the def2-TZVPD basis set

The calculation puts the HOMO-LUMO gap at 0.3615 Eh. For the molar mass, the calculation gives 304.71 g/mol. For the total energy, the calculation gives -38769.997 eV. The lowest unoccupied orbital energy is 2.65 eV.

Geometry as ORCA input:
```
! wB97M-V def2-TZVPD RIJCOSX def2/J DEFGRID3
* xyz -1 1
Cl -7.82074 -5.58844 13.97443
O -8.95343 -6.47720 14.16258
O -7.92308 -4.93163 12.68138
O -7.88369 -4.58021 15.01408
O -6.59697 -6.35581 14.00170
C -3.65936 -4.38119 15.04610
C -3.51755 -4.08876 13.62472
N -3.39826 -3.85847 12.52107
H -3.83487 -3.47091 15.60914
H -2.77175 -4.90852 15.38709
H -4.51818 -5.03725 15.18678
C -8.79358 -7.03533 17.92181
C -8.59486 -8.45751 18.13759
N -8.44265 -9.58989 18.30989
H -9.25227 -6.74652 16.98889
H -7.84916 -6.53000 18.13086
H -9.42668 -6.65505 18.74020
C -6.98134 -1.81112 12.72502
C -6.58240 -0.43337 12.48802
N -6.28247 0.64016 12.32282
H -7.58276 -1.94059 13.62715
H -6.20095 -2.56248 12.78720
H -7.65552 -2.09445 11.90619
C -11.87085 -6.96411 14.96330
C -13.27862 -7.00290 15.39594
N -14.35822 -7.00848 15.74420
H -11.80093 -6.24021 14.15519
H -11.51570 -7.93073 14.63971
H -11.29708 -6.61912 15.81938
C -6.72243 -7.54133 10.62661
C -5.63143 -6.56788 10.64842
N -4.70895 -5.88730 10.62416
H -6.89863 -7.76740 9.57035
H -7.67840 -7.10306 10.94349
H -6.51379 -8.34169 11.32484
*
```

Atom charges from the Löwdin analysis, given in e for atoms 1 to 6: 0.63, -0.39, -0.38, -0.39, -0.37, -0.06


What did the second record say?
C10H15ClN5O4 | ωB97M-V with the def2-TZVPD basis set

The calculation puts the HOMO-LUMO gap at 0.3615 Eh. For the molar mass, the calculation gives 304.71 g/mol. For the total energy, the calculation gives -38769.997 eV. The lowest unoccupied orbital energy is 2.65 eV.

Geometry as ORCA input:
```
! wB97M-V def2-TZVPD RIJCOSX def2/J DEFGRID3
* xyz -1 1
Cl -7.82074 -5.58844 13.97443
O -8.95343 -6.47720 14.16258
O -7.92308 -4.93163 12.68138
O -7.88369 -4.58021 15.01408
O -6.59697 -6.35581 14.00170
C -3.65936 -4.38119 15.04610
C -3.51755 -4.08876 13.62472
N -3.39826 -3.85847 12.52107
H -3.83487 -3.47091 15.60914
H -2.77175 -4.90852 15.38709
H -4.51818 -5.03725 15.18678
C -8.79358 -7.03533 17.92181
C -8.59486 -8.45751 18.13759
N -8.44265 -9.58989 18.30989
H -9.25227 -6.74652 16.98889
H -7.84916 -6.53000 18.13086
H -9.42668 -6.65505 18.74020
C -6.98134 -1.81112 12.72502
C -6.58240 -0.43337 12.48802
N -6.28247 0.64016 12.32282
H -7.58276 -1.94059 13.62715
H -6.20095 -2.56248 12.78720
H -7.65552 -2.09445 11.90619
C -11.87085 -6.96411 14.96330
C -13.27862 -7.00290 15.39594
N -14.35822 -7.00848 15.74420
H -11.80093 -6.24021 14.15519
H -11.51570 -7.93073 14.63971
H -11.29708 -6.61912 15.81938
C -6.72243 -7.54133 10.62661
C -5.63143 -6.56788 10.64842
N -4.70895 -5.88730 10.62416
H -6.89863 -7.76740 9.57035
H -7.67840 -7.10306 10.94349
H -6.51379 -8.34169 11.32484
*
```

Atom charges from the Löwdin analysis, given in e for atoms 1 to 6: 0.63, -0.39, -0.38, -0.39, -0.37, -0.06